6
Properties=species:S:1:pos:R:3 method="wB97M-V/def2-TZVPD" lumo_energy_ev="4.786 / 5.184" total_charge=-1 relative_energy_kcal_mol=149.9
C -1.026 -0.993 0.962
N 0.939 2.041 -1.397
N -0.026 -0.656 0.259
N 0.279 1.377 -0.671
N 0.582 0.150 -0.507
H -0.748 -1.920 1.355

6
Properties=species:S:1:pos:R:3 method="wB97M-V/def2-TZVPD" lumo_energy_ev=4.985 smiles=N#Cn1[n-][nH]1 total_charge=-1 relative_energy_kcal_mol=123.9
N -2.706 0.209 -0.135
C -1.679 -0.298 0.089
N -0.786 -1.239 0.395
N 0.236 -1.640 -0.494
N 0.525 -0.642 0.465
H 0.328 0.266 -0.025

7
Properties=species:S:1:pos:R:3 method="wB97M-V/def2-TZVPD" lumo_energy_ev="4.757 / 4.757" total_charge=-1 relative_energy_kcal_mol=46.3
C 0.147 0.379 0.212
N 1.221 2.012 1.136
N 2.121 1.712 0.250
N 0.121 1.278 1.084
N 1.857 0.647 -0.419
O 2.488 0.193 -1.433
H -0.402 -0.609 0.195

8
Properties=species:S:1:pos:R:3 method="wB97M-V/def2-TZVPD" lumo_energy_ev=-2.445 total_charge=0 relative_energy_kcal_mol=155.3
C 0.035 0.429 0.046
N -0.474 1.639 0.028
N 0.554 2.466 -0.011
N 1.663 1.843 -0.019
N 2.594 -0.896 -0.049
N 1.371 0.554 0.019
O 3.664 -0.518 0.038
H -0.505 -0.492 0.071

8
Properties=species:S:1:pos:R:3 method="wB97M-V/def2-TZVPD" lumo_energy_ev=0.773 smiles="N=C=O.N#N.N#N" total_charge=0 relative_energy_kcal_mol=23.6
N -0.975 -0.637 0.406
C -0.185 -1.537 0.661
O 0.739 -2.323 0.567
H -1.839 -0.248 0.728
N -0.413 -1.977 -1.544
N 0.306 -2.189 -2.354
N -4.016 0.228 1.810
N -3.948 1.131 1.138

4
Properties=species:S:1:pos:R:3 method="wB97M-V/def2-TZVPD" lumo_energy_ev=0.893 smiles="C1=NO1" total_charge=0 relative_energy_kcal_mol=97.9
C -0.030 0.021 -0.217
N -0.822 -0.108 0.739
O 0.725 -0.277 0.798
H 0.127 0.364 -1.320

7
Properties=species:S:1:pos:R:3 method="wB97M-V/def2-TZVPD" lumo_energy_ev=0.109 smiles="O=S(=O)=O.C#N" total_charge=0 relative_energy_kcal_mol=40.0
O 1.094 -0.432 -1.020
S 1.493 0.245 0.166
O 1.370 1.648 0.317
O 2.078 -0.495 1.240
C -2.055 -0.197 -0.225
N -1.116 -0.194 0.411
H -2.865 -0.576 -0.888

9
Properties=species:S:1:pos:R:3 method="wB97M-V/def2-TZVPD" lumo_energy_ev="-3.517 / -3.678" total_charge=0 relative_energy_kcal_mol=74.5
C -0.565 0.785 1.513
N -1.494 0.105 1.549
O 0.642 1.150 -1.700
O 2.438 -0.281 -0.926
O 0.273 -1.103 -0.653
S -1.294 -1.163 -1.008
S 0.774 1.746 1.705
S 1.173 0.264 -0.704
H -1.947 -1.505 0.224

7
Properties=species:S:1:pos:R:3 method="wB97M-V/def2-TZVPD" lumo_energy_ev="-1.314 / -1.316" total_charge=0 relative_energy_kcal_mol=153.6
C 0.889 0.961 -0.081
N 1.102 -0.227 0.361
O 0.471 1.993 0.130
O 1.875 -1.096 0.295
O -1.533 -0.799 0.184
O -0.489 -0.582 -0.616
H -2.316 -0.248 -0.273

5
Properties=species:S:1:pos:R:3 method="wB97M-V/def2-TZVPD" lumo_energy_ev=-1.349 total_charge=0 relative_energy_kcal_mol=25.5
C 1.202 1.741 0.263
N -0.493 -0.774 -0.352
O 2.031 1.087 0.528
S -1.703 -1.538 -0.889
H -1.038 -0.515 0.450

5
Properties=species:S:1:pos:R:3 method="wB97M-V/def2-TZVPD" lumo_energy_ev="0.084 / -2.741" spin_multiplicity=3 total_charge=0 relative_energy_kcal_mol=113.1
C 0.064 -1.429 1.795
N 0.312 -1.347 0.491
O -0.908 -1.921 0.994
S 0.528 -1.326 3.306
H 0.007 0.374 -0.352

6
Properties=species:S:1:pos:R:3 method="wB97M-V/def2-TZVPD" lumo_energy_ev=3.562 smiles="O=C(O)S[S-]" total_charge=-1 relative_energy_kcal_mol=0.0
O -0.995 0.640 -0.483
C 0.101 0.194 -0.193
O 1.135 0.353 -1.060
S 0.379 -0.759 1.263
S -1.342 -1.216 2.299
H 0.722 0.788 -1.827

5
Properties=species:S:1:pos:R:3 method="wB97M-V/def2-TZVPD" lumo_energy_ev="-24.197 / -24.179" spin_multiplicity=2 total_charge=+3
O -1.649 -0.303 -0.061
C -0.746 0.554 0.030
O 0.370 -0.071 0.032
Tl 2.251 0.357 0.015
H -0.760 -1.178 -0.083

8
Properties=species:S:1:pos:R:3 method="wB97M-V/def2-TZVPD" lumo_energy_ev=5.868 total_charge=-2 relative_energy_kcal_mol=62.3
C 0.590 1.277 -0.423
O -1.996 -0.859 0.257
O 1.092 1.704 -1.464
O 0.826 -1.382 -1.505
P 0.508 -0.675 -0.279
S -0.001 2.006 0.925
S 1.415 -1.408 1.323
H -2.433 -0.664 1.166

6
Properties=species:S:1:pos:R:3 method="wB97M-V/def2-TZVPD" lumo_energy_ev=-8.553 total_charge=+1 relative_energy_kcal_mol=91.3
Sn 2.469 0.033 1.328
O -0.218 -0.562 0.540
C -0.436 0.336 -0.435
O 0.194 1.417 -0.346
O -1.117 0.015 -1.415
H -0.892 -1.238 0.329

6
Properties=species:S:1:pos:R:3 method="wB97M-V/def2-TZVPD" lumo_energy_ev="0.511 / -2.176" spin_multiplicity=4 total_charge=0 relative_energy_kcal_mol=0.0
O 0.212 -2.203 3.398
O -1.217 -2.212 3.377
H -1.347 -3.060 2.910
C 2.494 -1.812 3.639
O 2.408 -0.786 4.200
O 2.647 -2.833 3.081

6
Properties=species:S:1:pos:R:3 method="wB97M-V/def2-TZVPD" lumo_energy_ev=-7.412 total_charge=+1 relative_energy_kcal_mol=116.9
C 1.890 0.183 -0.043
O 2.948 0.365 0.302
O -1.121 0.046 -0.592
O -1.777 1.107 0.069
O -1.726 -0.174 0.592
H -0.041 0.078 -0.398

6
Properties=species:S:1:pos:R:3 method="wB97M-V/def2-TZVPD" lumo_energy_ev="-5.484 / -9.636" spin_multiplicity=3 total_charge=+1 relative_energy_kcal_mol=0.0
C -0.042 0.809 0.280
O -0.237 1.851 0.048
O -3.587 -0.309 0.091
O -2.672 0.362 -0.266
O -1.567 -0.283 -0.105
H 0.543 -0.043 0.704

9
Properties=species:S:1:pos:R:3 method="wB97M-V/def2-TZVPD" lumo_energy_ev="3.501 / 3.501" total_charge=-1 relative_energy_kcal_mol=124.8
C 0.453 1.088 0.157
O 1.254 -0.906 -1.366
O 1.003 2.109 -0.043
O 2.021 -0.663 0.998
O -0.134 -1.612 0.493
O -2.179 0.101 -0.446
O -1.682 1.274 0.265
S 0.956 -0.787 0.047
H -1.692 -0.603 -0.104

5
Properties=species:S:1:pos:R:3 method="wB97M-V/def2-TZVPD" lumo_energy_ev=-6.645 total_charge=+1 relative_energy_kcal_mol=26.8
O -2.837 0.149 0.143
C -1.699 0.208 0.012
O 1.296 -0.223 0.198
Hg 2.907 -0.641 0.458
Li 0.334 0.507 -0.811